No. 1
C4H10O | ωB97M-V/def2-TZVPD

Structure (ORCA input):
```
! RIJCOSX wB97M-V def2-TZVPD def2/J DEFGRID3
* xyz 0 1
C -1.318 -1.449 -1.276
C -0.284 -0.788 -0.761
O -0.194 -0.484 0.555
C 0.934 0.294 0.931
C 0.698 0.787 2.343
H -0.981 0.823 -3.008
H -2.141 -1.783 -0.654
H -1.345 -1.669 -2.336
H -0.721 1.165 -3.615
H 0.551 -0.450 -1.378
H 1.047 1.141 0.239
H 1.847 -0.315 0.870
H 1.548 1.384 2.689
H 0.562 -0.060 3.022
H -0.205 1.404 2.379
*
```

- total energy (Ha) = -233.5687
- maximum force (eV/A) = 0.3
- E_HOMO (eV) = -8.7909
- LUMO level (eV) = 1.2
- Kohn-Sham gap (eV) = 9.952
- SMILES = C=COCC.[H][H]

Computed Löwdin charges, given in elementary charges: 0.0018, -0.2712, -0.1095, -0.2748, -0.0758, 0.0047, 0.0602, 0.0444, 0.0340, 0.1080, 0.1191, 0.1225, 0.0776, 0.0791, 0.0797

=====

No. 2
C4H10O | ωB97M-V/def2-TZVPD

Structure (ORCA input):
```
! RIJCOSX wB97M-V def2-TZVPD def2/J DEFGRID3
* xyz 0 1
C 1.747 -1.339 0.500
C 0.462 -1.050 0.321
C -0.207 0.199 0.826
C -1.245 0.790 -0.121
O -1.974 1.751 0.618
H 2.416 -0.651 1.015
H 2.183 -2.266 0.138
H 1.428 0.074 -2.439
H 0.841 -0.086 -2.015
H -0.173 -1.764 -0.209
H 0.543 0.963 1.063
H -0.739 -0.026 1.760
H -0.757 1.249 -0.995
H -1.905 -0.010 -0.496
H -2.620 2.165 0.034
*
```

- total energy (Ha) = -233.5700
- maximum force (eV/A) = 0.5
- E_HOMO (eV) = -9.6329
- LUMO level (eV) = 1.0
- Kohn-Sham gap (eV) = 10.602
- SMILES = C=CCCO.[H][H]

Computed Löwdin charges, given in elementary charges: -0.0217, -0.2356, -0.2041, -0.3014, -0.0720, 0.0609, 0.0536, 0.0542, 0.0189, 0.1024, 0.1198, 0.1222, 0.0988, 0.1177, 0.0862

=====

No. 3
C4H10O | ωB97M-V/def2-TZVPD

Structure (ORCA input):
```
! RIJCOSX wB97M-V def2-TZVPD def2/J DEFGRID3
* xyz 0 1
C 1.863 0.437 0.496
C 1.959 -0.647 -0.540
O 1.075 -1.429 -0.803
C -1.887 -0.919 0.670
C -2.427 0.278 0.466
H 2.188 1.394 0.074
H 2.552 0.204 1.318
H 0.842 0.514 0.878
H -0.249 1.397 -2.067
H 2.930 -0.708 -1.076
H -1.924 -1.394 1.648
H -1.366 -1.458 -0.116
H -2.921 0.825 1.265
H -2.390 0.758 -0.508
H -0.244 0.748 -1.703
*
```

- total energy (Ha) = -233.5578
- maximum force (eV/A) = 0.5
- E_HOMO (eV) = -9.8292
- LUMO level (eV) = 1.2
- Kohn-Sham gap (eV) = 10.986
- SMILES = [H][H].CC=O.C=C

Computed Löwdin charges, given in elementary charges: -0.0666, -0.3336, 0.0060, -0.0853, -0.0924, 0.0790, 0.0833, 0.0652, 0.0559, 0.1157, 0.0484, 0.0331, 0.0428, 0.0232, 0.0251

=====

No. 4
C4H10O | ωB97M-V/def2-TZVPD

Structure (ORCA input):
```
! RIJCOSX wB97M-V def2-TZVPD def2/J DEFGRID3
* xyz 0 1
C -0.895 -1.578 1.136
C -0.829 -0.206 0.529
C -0.326 0.073 -0.675
C -0.233 1.442 -1.283
O 2.499 0.588 0.387
H -0.305 -2.297 0.557
H -1.928 -1.944 1.176
H -0.515 -1.575 2.164
H -1.234 0.613 1.127
H 1.565 0.446 0.594
H 0.068 -0.751 -1.277
H -0.857 1.521 -2.180
H -0.551 2.213 -0.574
H 0.802 1.658 -1.572
H 2.738 -0.203 -0.110
*
```

- total energy (Ha) = -233.6209
- maximum force (eV/A) = 0.2
- E_HOMO (eV) = -9.5281
- LUMO level (eV) = 1.0
- Kohn-Sham gap (eV) = 10.566
- SMILES = C/C=C/C.O

Computed Löwdin charges, given in elementary charges: -0.1075, -0.1971, -0.2164, -0.1074, -0.0649, 0.0725, 0.0729, 0.0720, 0.1085, -0.0022, 0.1100, 0.0733, 0.0777, 0.0700, 0.0385

=====

No. 5
C4H10O | ωB97M-V/def2-TZVPD

Structure (ORCA input):
```
! RIJCOSX wB97M-V def2-TZVPD def2/J DEFGRID3
* xyz 0 1
C 1.570 -1.841 -1.776
O 1.318 -0.836 -2.764
H 1.001 -2.768 -1.940
H 2.557 -2.253 -1.976
H 1.420 -1.354 -0.820
H 0.848 -1.187 -3.535
C -1.916 1.731 1.193
C -1.002 0.800 1.955
C 0.281 0.658 1.588
H -1.576 2.749 1.407
H -1.571 1.661 0.145
H -2.985 1.560 1.208
H -1.494 0.081 2.605
H 0.979 0.056 2.129
H 0.569 0.943 0.582
*
```

- total energy (Ha) = -233.5649
- maximum force (eV/A) = 2.1
- E_HOMO (eV) = -9.2535
- LUMO level (eV) = 0.9
- Kohn-Sham gap (eV) = 10.188
- SMILES = C=CC.CO

Computed Löwdin charges, given in elementary charges: -0.1509, -0.1393, 0.0781, 0.0689, 0.0662, 0.0750, -0.1218, -0.2351, -0.0300, 0.0747, 0.0719, 0.0635, 0.0878, 0.0375, 0.0536

=====

No. 6
C4H10O2 | ωB97M-V/def2-TZVPD

Structure (ORCA input):
```
! RIJCOSX wB97M-V def2-TZVPD def2/J DEFGRID3
* xyz 0 1
C 1.720 -0.550 0.371
C 0.559 -0.005 -0.420
C -1.442 -1.523 -0.324
O -0.793 -0.563 0.528
C 0.376 1.466 -0.157
O -1.004 1.790 -0.426
H 1.850 -0.152 1.396
H 1.680 -1.644 0.435
H 2.629 -0.311 -0.198
H -1.683 -1.052 -1.278
H -0.723 -2.322 -0.496
H -2.331 -1.900 0.190
H -1.329 0.263 0.489
H 0.610 1.815 0.874
H 1.045 1.994 -0.851
H -1.165 2.695 -0.133
*
```

- total energy (Ha) = -308.7335
- maximum force (eV/A) = 0.3
- E_HOMO (eV) = -7.0770
- LUMO level (eV) = 0.8
- Kohn-Sham gap (eV) = 7.843

Computed Löwdin charges, given in elementary charges: -0.1450, -0.1921, -0.0688, -0.1349, -0.2966, -0.0976, 0.0699, 0.0652, 0.0802, 0.0932, 0.0918, 0.0907, 0.1083, 0.1172, 0.1227, 0.0960

=====

No. 7
C4H10O2 | ωB97M-V/def2-TZVPD

Structure (ORCA input):
```
! RIJCOSX wB97M-V def2-TZVPD def2/J DEFGRID3
* xyz 0 1
C 1.184 1.091 0.654
C 0.423 -0.181 0.298
C 0.285 -0.215 -1.191
O -0.552 -1.246 -1.711
C -0.954 -0.255 0.973
O -1.582 -1.500 0.808
H 2.163 1.113 0.160
H 0.630 1.986 0.340
H 1.347 1.155 1.731
H 0.986 -1.072 0.589
H 1.190 -0.095 -1.779
H -0.314 0.770 -1.466
H -0.943 -0.307 -1.914
H -0.841 -0.087 2.050
H -1.574 0.580 0.584
H -1.450 -1.738 -0.127
*
```

- total energy (Ha) = -308.8071
- maximum force (eV/A) = 4.5
- E_HOMO (eV) = -10.0627
- LUMO level (eV) = 0.8
- Kohn-Sham gap (eV) = 10.837

Computed Löwdin charges, given in elementary charges: -0.0688, -0.3635, -0.2889, -0.0861, -0.2487, -0.0623, 0.0837, 0.0865, 0.0811, 0.1556, 0.1290, 0.1548, 0.1124, 0.1246, 0.1286, 0.0620

=====

No. 8
C4H10O2 | ωB97M-V/def2-TZVPD

Structure (ORCA input):
```
! RIJCOSX wB97M-V def2-TZVPD def2/J DEFGRID3
* xyz 0 1
C -0.328 -0.584 1.264
O -1.569 -1.091 1.700
C 0.784 -1.432 1.669
H -0.439 -0.363 0.177
H -0.244 0.436 1.769
H -2.251 -0.718 1.103
H 0.605 -2.385 1.214
H 1.853 -1.274 1.341
H 0.842 -1.682 2.744
O -1.382 0.241 -2.132
C -0.421 0.908 -2.362
C 0.506 1.614 -1.464
H -0.330 0.979 -3.397
H 1.152 2.353 -2.016
H 1.201 0.922 -1.018
H 0.024 2.076 -0.592
*
```

- total energy (Ha) = -308.8260
- maximum force (eV/A) = 4.0
- E_HOMO (eV) = -9.8381
- LUMO level (eV) = 0.9
- Kohn-Sham gap (eV) = 10.696
- SMILES = CC=O.CCO

Computed Löwdin charges, given in elementary charges: -0.3792, -0.0795, -0.1097, 0.0886, 0.1244, 0.1002, 0.0638, 0.0964, 0.0868, 0.0512, -0.3392, -0.0548, 0.0894, 0.0985, 0.0720, 0.0910

=====

No. 9
C4H10O2 | ωB97M-V/def2-TZVPD

Structure (ORCA input):
```
! RIJCOSX wB97M-V def2-TZVPD def2/J DEFGRID3
* xyz 0 1
C 1.978 -0.371 0.782
C 0.518 -0.416 0.391
O -0.246 -0.209 1.564
C 0.164 0.610 -0.641
C -1.614 0.206 -1.172
O -2.437 -0.197 -0.123
H 2.174 -1.146 1.526
H 2.620 -0.536 -0.090
H 2.218 0.604 1.219
H 0.284 -1.398 -0.052
H -1.171 -0.361 1.309
H 0.745 0.539 -1.576
H 0.347 1.635 -0.233
H -1.371 -0.649 -1.787
H -1.163 1.181 -1.239
H -3.048 0.507 0.122
*
```

- total energy (Ha) = -308.7663
- maximum force (eV/A) = 3.1
- E_HOMO (eV) = -8.5016
- LUMO level (eV) = 0.8
- Kohn-Sham gap (eV) = 9.334
- SMILES = C[C@@H](O)CCO

Computed Löwdin charges, given in elementary charges: -0.0560, -0.5237, -0.0421, -0.0919, -0.1451, -0.0804, 0.0811, 0.0818, 0.0853, 0.1430, 0.0631, 0.1114, 0.1209, 0.0980, 0.0484, 0.1062

=====

No. 10
C4H10O2 | ωB97M-V/def2-TZVPD

Structure (ORCA input):
```
! RIJCOSX wB97M-V def2-TZVPD def2/J DEFGRID3
* xyz 0 1
C -2.308 -1.061 0.059
C -1.605 0.231 -0.353
O -0.704 0.673 0.640
C 1.952 0.497 -0.646
C 2.542 0.489 0.703
O 1.635 -0.530 0.272
H -1.582 -1.880 0.153
H -3.054 -1.348 -0.692
H -2.808 -0.920 1.024
H -2.335 1.040 -0.475
H -1.101 0.085 -1.328
H 1.151 1.217 -0.826
H 2.533 0.153 -1.499
H 2.120 1.163 1.452
H 3.576 0.171 0.839
H 0.003 0.007 0.698
*
```

- total energy (Ha) = -308.8196
- maximum force (eV/A) = 0.6
- E_HOMO (eV) = -9.9034
- LUMO level (eV) = 1.1
- Kohn-Sham gap (eV) = 11.013
- SMILES = C1CO1.CCO

Computed Löwdin charges, given in elementary charges: -0.0907, -0.3351, -0.1079, -0.1564, -0.1191, -0.1168, 0.0742, 0.0715, 0.0752, 0.1109, 0.1094, 0.1072, 0.1135, 0.1174, 0.1105, 0.0364

=====

No. 11
C4H10O2 | ωB97M-V/def2-TZVPD

Structure (ORCA input):
```
! RIJCOSX wB97M-V def2-TZVPD def2/J DEFGRID3
* xyz 0 1
C 2.583 0.912 -1.171
O 2.152 0.569 0.125
C -0.483 -0.871 0.285
C -1.863 -0.714 0.840
C -1.147 0.494 0.341
O -2.958 -1.134 0.085
H 3.483 0.329 -1.387
H 1.831 0.676 -1.935
H 2.837 1.976 -1.251
H 0.337 -1.099 0.960
H -0.398 -1.318 -0.703
H -1.979 -0.807 1.921
H -0.817 1.232 1.069
H -1.506 0.898 -0.601
H 1.212 0.778 0.192
H -2.953 -2.100 0.082
*
```

- total energy (Ha) = -308.8210
- maximum force (eV/A) = 0.4
- E_HOMO (eV) = -10.0481
- LUMO level (eV) = 0.9
- Kohn-Sham gap (eV) = 10.993
- SMILES = OC1CC1.CO

Computed Löwdin charges, given in elementary charges: -0.1675, -0.1339, -0.1120, -0.3933, -0.1094, -0.0132, 0.0779, 0.0788, 0.0744, 0.1014, 0.1127, 0.1438, 0.1056, 0.1121, 0.0243, 0.0983

=====

No. 12
C4H10O2 | ωB97M-V/def2-TZVPD

Structure (ORCA input):
```
! RIJCOSX wB97M-V def2-TZVPD def2/J DEFGRID3
* xyz 0 1
C 2.487 -0.048 -0.661
O 1.429 0.023 0.257
C 0.224 -0.391 -0.333
C -0.956 -0.051 0.596
C -1.877 0.974 -0.024
O -1.766 -1.182 0.870
H 2.601 -1.058 -1.090
H 2.330 0.648 -1.500
H 3.395 0.224 -0.123
H 0.250 -1.476 -0.521
H 0.120 0.096 -1.318
H -0.527 0.342 1.530
H -2.680 1.238 0.670
H -2.307 0.543 -0.935
H -1.309 1.868 -0.288
H -1.211 -1.820 1.332
*
```

- total energy (Ha) = -308.8541
- maximum force (eV/A) = 0.4
- E_HOMO (eV) = -9.9775
- LUMO level (eV) = 0.9
- Kohn-Sham gap (eV) = 10.925
- SMILES = COC[C@@H](C)O

Computed Löwdin charges, given in elementary charges: -0.1244, -0.1845, -0.2012, -0.4194, -0.0523, -0.0416, 0.0911, 0.0897, 0.0891, 0.1306, 0.1241, 0.1466, 0.0836, 0.0892, 0.0859, 0.0936